Entry 1:
The following is a quantum chemistry calculation of one molecule with the formula C3H8FN3, from OMol25.

SMILES = [H]/N=C\NNCCF
Charge = 0
Energy above the lowest of the compared OMol25 structures with the same formula, charge and spin = 190.2 kJ/mol

Cartesian coordinates (Å):
C: -1.50596 0.13855 0.93266
C: -0.20261 -0.68261 1.22872
C: 1.29226 0.72803 -1.76964
H: -1.33933 1.18111 0.56191
H: -2.43005 -0.37979 0.39748
H: 0.31887 -0.39598 2.09148
H: -0.71457 -1.73423 1.49663
H: 1.18831 -1.60067 0.18040
H: 1.99555 0.86241 0.08824
H: 2.05977 1.45011 -1.71717
H: 0.28662 -0.65355 -2.69974
N: 0.60908 -0.76275 0.06581
N: 1.35058 0.21279 -0.47210
N: 0.81573 0.17288 -2.87130
F: -2.03277 0.31181 2.24371

Mulliken atomic charges, in units of e: number 1, C, carries -0.129; number 2, C, carries -0.511; number 3, C, carries 0.034; number 4, H, carries 0.226; number 5, H, carries 0.195; number 6, H, carries 0.376; number 7, H, carries 0.206; number 8, H, carries 0.224; number 9, H, carries 0.252; number 10, H, carries 0.348; number 11, H, carries 0.247; number 12, N, carries -0.344; number 13, N, carries -0.186; number 14, N, carries -0.634; number 15, F, carries -0.303


Entry 2:
The following is a quantum chemistry calculation of a 2-piece molecular cluster, C2H3N2O3 overall, from OMol25.

Charge = -1
Energy above the lowest of the compared OMol25 structures with the same formula, charge and spin = 245.0 kJ/mol

Cartesian coordinates (Å):
C: 4.66716 -0.32353 0.02388
C: -0.17508 0.58458 0.68809
N: 1.78330 1.12254 -0.55140
N: 0.55767 1.24332 -0.37029
O: 4.58512 -1.12292 -0.82626
O: 5.06238 0.45549 0.77175
O: 2.53644 0.29072 0.18425
H: 0.29914 0.51321 1.74403
H: -1.08390 1.09787 0.83919
H: -0.48622 -0.41774 0.48745

Mulliken atomic charges, in units of e: number 1, C, carries 0.772; number 2, C, carries -0.706; number 3, N, carries -0.090; number 4, N, carries -0.399; number 5, O, carries -0.456; number 6, O, carries -0.412; number 7, O, carries -0.522; number 8, H, carries 0.222; number 9, H, carries 0.330; number 10, H, carries 0.261


Entry 3:
The following is a quantum chemistry calculation of a 2-piece molecular cluster, C5H11NO overall, from OMol25.

SMILES = C=CC(=C)NC.O
Charge = 0
Energy above the lowest of the compared OMol25 structures with the same formula, charge and spin = 305.0 kJ/mol

Cartesian coordinates (Å):
C: 1.62115 -0.79416 -1.04295
N: 0.95465 0.27224 -0.40328
C: 0.01444 1.07075 -1.04863
C: -0.25187 1.14134 -2.35492
C: -0.41494 2.29763 1.14639
C: -0.62703 2.04614 -0.11321
H: 0.95343 -1.73382 -1.07383
H: 1.88682 -0.57688 -2.05682
H: 2.51601 -1.07877 -0.37055
H: 0.75912 0.11884 0.49688
H: 0.19272 0.53973 -3.19821
H: -0.70658 1.96002 -2.84706
H: 0.19377 1.78843 1.81177
H: -1.12367 2.85746 1.67317
H: -1.44455 2.45354 -0.72737
H: -2.34197 -4.08475 3.43715
H: -0.78278 -3.98417 3.64518
O: -1.39873 -4.29358 3.02628

Mulliken atomic charges, in units of e: number 1, C, carries -0.880; number 2, N, carries -0.215; number 3, C, carries 1.020; number 4, C, carries -1.106; number 5, C, carries -0.920; number 6, C, carries -0.275; number 7, H, carries 0.280; number 8, H, carries 0.290; number 9, H, carries 0.267; number 10, H, carries 0.210; number 11, H, carries 0.219; number 12, H, carries 0.278; number 13, H, carries 0.318; number 14, H, carries 0.272; number 15, H, carries 0.241; number 16, H, carries 0.336; number 17, H, carries 0.311; number 18, O, carries -0.647


Entry 4:
The following is a quantum chemistry calculation of one molecule with the formula C5H9NO, from OMol25.

SMILES = O[C@H]1CN[C@H]2C[C@@H]21
Charge = 0
Energy above the lowest of the compared OMol25 structures with the same formula, charge and spin = 701.4 kJ/mol

Cartesian coordinates (Å):
C: 1.03420 -0.36299 0.31597
C: 0.91191 1.33355 -0.03105
C: -1.01586 0.15188 0.50939
C: -1.63541 -1.12400 -0.07882
C: -0.17178 -0.83711 -0.33141
H: 2.16372 -1.07608 -0.87287
H: 0.73243 -0.39275 1.36896
H: 1.41502 1.81340 0.81148
H: 1.27648 1.28611 -1.09750
H: -0.98819 2.08884 -0.17444
H: -1.03896 0.07185 1.47972
H: -2.09693 -1.77689 0.67281
H: -2.18711 -1.17144 -1.08583
H: -0.26348 -0.22881 -1.28721
N: -0.46736 1.21549 -0.23923
O: 2.33132 -0.99107 0.04001

Mulliken atomic charges, in units of e: number 1, C, carries -0.290; number 2, C, carries -0.497; number 3, C, carries -0.349; number 4, C, carries -0.680; number 5, C, carries -0.061; number 6, H, carries 0.347; number 7, H, carries 0.343; number 8, H, carries 0.343; number 9, H, carries 0.337; number 10, H, carries 0.258; number 11, H, carries 0.318; number 12, H, carries 0.282; number 13, H, carries 0.221; number 14, H, carries 0.260; number 15, N, carries -0.309; number 16, O, carries -0.522


Entry 5:
The following is a quantum chemistry calculation of C36H33F3N8NiO6SSe as an isolated structure, from OMol25.

Multiplicity = 3
Charge = 0
Electronic energy = -6888.77393 hartree

Cartesian coordinates (Å):
Ni: 0.51184 -0.66429 -0.43748
C: -0.50205 2.93984 -2.75238
C: 0.01662 1.67407 -2.42789
N: 0.18610 1.27921 -1.19099
C: -0.11580 2.11665 -0.16034
C: -0.68990 3.37883 -0.38902
C: -0.87162 3.77242 -1.73471
C: -1.07328 4.18657 0.71248
C: -0.87259 3.70931 1.97542
C: -0.26098 2.46201 2.22431
C: 0.16441 1.64302 1.18476
N: 0.75530 0.42391 1.23084
C: 1.30634 -0.21122 2.30258
C: 1.69440 0.31514 3.52474
C: 2.28533 -0.49134 4.51974
C: 2.50484 -1.82477 4.33601
C: 2.14968 -2.41112 3.09551
C: 2.37080 -3.77647 2.80297
C: 2.02612 -4.28035 1.58299
C: 1.43972 -3.41824 0.63976
N: 1.20747 -2.15333 0.88529
C: 1.56081 -1.62215 2.09287
H: -0.62909 3.22005 -3.78874
H: 0.27319 0.95687 -3.20075
H: -1.30976 4.74138 -1.94345
H: -1.51660 5.15792 0.53538
H: -1.17258 4.31157 2.82591
H: -0.13124 2.15195 3.24964
H: 1.60846 1.37381 3.71106
H: 2.57401 -0.02454 5.45391
H: 2.95477 -2.43699 5.10680
H: 2.81997 -4.40930 3.55956
H: 2.18807 -5.31838 1.32887
H: 1.15186 -3.78566 -0.33600
C: -2.52987 2.84539 5.22388
C: -3.98500 3.09738 4.86621
S: -4.82320 1.67561 4.20695
O: -6.21180 2.01359 4.04536
O: -4.44478 0.51617 4.97880
C: -4.09312 1.48459 2.59770
C: -4.46961 0.13948 1.98467
N: -3.56234 -0.11988 0.86981
C: -2.31687 -0.62925 1.02923
N: -1.63190 -0.58295 -0.10036
C: -2.46242 -0.06890 -1.04277
C: -3.65247 0.23440 -0.46241
N: -4.76526 0.88139 -1.07965
O: -5.74815 1.12328 -0.39643
O: -4.67296 1.10439 -2.26954
C: -1.79542 -1.14316 2.31996
H: -2.13103 3.70758 5.75800
H: -1.91433 2.69420 4.33522
H: -2.43693 1.96780 5.86127
H: -4.11260 3.89075 4.12702
H: -4.58945 3.35807 5.73741
H: -3.01114 1.55081 2.73330
H: -4.43102 2.30948 1.96888
H: -5.49136 0.14427 1.63157
H: -4.34950 -0.66282 2.70649
H: -2.17633 0.07605 -2.06922
H: -2.57764 -1.60683 2.91788
H: -1.33696 -0.34410 2.90826
H: -1.03432 -1.88877 2.10858
C: 5.72278 0.31705 -2.93470
N: 4.53701 -0.34566 -3.43340
C: 3.41557 -0.62058 -2.72403
Se: 3.11463 -0.20066 -0.95984
N: 2.55236 -1.24270 -3.55291
C: 3.11197 -1.36761 -4.81922
C: 2.65035 -1.91576 -6.00606
C: 3.50465 -1.86691 -7.09749
C: 4.77559 -1.29554 -7.01115
C: 5.23876 -0.74913 -5.82432
C: 4.38035 -0.79632 -4.73826
H: 5.52987 0.64228 -1.91665
H: 5.94885 1.18223 -3.55785
H: 6.56951 -0.36985 -2.94420
H: 1.60948 -1.51290 -3.23870
H: 1.67115 -2.36381 -6.08051
H: 3.17642 -2.28527 -8.03953
H: 5.41177 -1.28136 -7.88589
H: 6.22407 -0.30867 -5.75046
F: 0.36572 -3.34468 -4.25421
C: -0.40720 -3.84456 -3.26750
F: 0.13268 -5.02039 -2.91233
F: -1.61019 -4.08444 -3.79400
C: -0.49813 -2.90856 -2.03405
O: -1.21370 -3.30354 -1.13582
O: 0.23883 -1.86710 -2.10262

Mulliken atomic charges, in units of e: number 1, Ni, carries 0.193; number 2, C, carries -1.093; number 3, C, carries -0.294; number 4, N, carries 0.521; number 5, C, carries 0.150; number 6, C, carries 0.954; number 7, C, carries -0.842; number 8, C, carries -1.038; number 9, C, carries -0.650; number 10, C, carries -0.566; number 11, C, carries 0.070; number 12, N, carries 0.971; number 13, C, carries 0.027; number 14, C, carries -0.549; number 15, C, carries -0.925; number 16, C, carries -0.925; number 17, C, carries 0.965; number 18, C, carries -0.762; number 19, C, carries -1.091; number 20, C, carries -0.104; number 21, N, carries 0.591; number 22, C, carries -0.578; number 23, H, carries 0.454; number 24, H, carries 0.537; number 25, H, carries 0.451; number 26, H, carries 0.455; number 27, H, carries 0.457; number 28, H, carries 0.640; number 29, H, carries 0.779; number 30, H, carries 0.406; number 31, H, carries 0.409; number 32, H, carries 0.425; number 33, H, carries 0.469; number 34, H, carries 0.297; number 35, C, carries -0.960; number 36, C, carries -0.592; number 37, S, carries 1.370; number 38, O, carries -0.703; number 39, O, carries -0.677; number 40, C, carries 1.068; number 41, C, carries -1.742; number 42, N, carries 0.433; number 43, C, carries 0.689; number 44, N, carries 0.691; number 45, C, carries -1.095; number 46, C, carries -0.452; number 47, N, carries 1.066; number 48, O, carries -0.665; number 49, O, carries -0.636; number 50, C, carries -1.663; number 51, H, carries 0.405; number 52, H, carries -0.190; number 53, H, carries 0.370; number 54, H, carries 0.381; number 55, H, carries 0.463; number 56, H, carries -0.771; number 57, H, carries 0.418; number 58, H, carries 0.382; number 59, H, carries 0.439; number 60, H, carries 0.794; number 61, H, carries 0.801; number 62, H, carries 0.037; number 63, H, carries 0.234; number 64, C, carries -0.989; number 65, N, carries 0.370; number 66, C, carries -0.134; number 67, Se, carries -0.167; number 68, N, carries 0.742; number 69, C, carries 0.427; number 70, C, carries -0.431; number 71, C, carries -0.637; number 72, C, carries -0.570; number 73, C, carries -0.656; number 74, C, carries 0.201; number 75, H, carries 0.270; number 76, H, carries 0.356; number 77, H, carries 0.325; number 78, H, carries -0.085; number 79, H, carries 0.494; number 80, H, carries 0.405; number 81, H, carries 0.382; number 82, H, carries 0.446; number 83, F, carries -0.230; number 84, C, carries 0.776; number 85, F, carries -0.305; number 86, F, carries -0.290; number 87, C, carries -0.184; number 88, O, carries -0.528; number 89, O, carries -0.686


Entry 6:
The following is a quantum chemistry calculation of one molecule with the formula C22H23N3O3S, from OMol25.

SMILES = Cc1cccc(NC(=O)C2CCN(S(=O)(=O)c3cccc4cccnc34)CC2)c1
Charge = 0
Energy above the lowest of the compared OMol25 structures with the same formula, charge and spin = 114.4 kJ/mol

Cartesian coordinates (Å):
C: -3.66168 -6.43488 -0.91294
C: -3.27653 -5.01909 -1.21750
C: -2.06285 -4.50368 -0.79496
C: -1.70517 -3.18486 -1.06778
C: -2.58093 -2.36839 -1.77317
C: -3.79458 -2.88275 -2.19431
C: -4.14416 -4.19209 -1.92346
H: -5.09406 -4.58107 -2.25931
H: -4.47459 -2.24846 -2.74330
H: -2.30852 -1.34944 -1.98738
N: -0.46246 -2.74157 -0.59538
C: 0.12885 -1.52700 -0.75000
O: -0.32941 -0.61658 -1.40644
C: 1.41088 -1.37958 0.07203
C: 0.93948 -1.00029 1.48793
C: 2.07759 -0.46658 2.35350
N: 2.80256 0.58910 1.69897
S: 2.30962 2.17276 1.87163
O: 1.54847 2.25874 3.07930
O: 3.51037 2.95670 1.77785
C: 1.33096 2.66059 0.42302
C: 1.99271 3.41178 -0.50841
C: 1.35192 3.84695 -1.67773
C: 0.04141 3.52561 -1.89683
C: -0.67542 2.76781 -0.95029
C: -2.02688 2.40933 -1.13152
C: -2.66255 1.67507 -0.16938
C: -1.93041 1.29284 0.96603
N: -0.67618 1.59169 1.16204
C: -0.02762 2.32391 0.24062
H: -2.39530 0.69858 1.74311
H: -3.69394 1.37626 -0.27298
H: -2.53587 2.71700 -2.03427
H: -0.46700 3.84808 -2.79422
H: 1.90325 4.43373 -2.39647
H: 3.02210 3.66975 -0.31560
C: 3.35564 0.21654 0.42354
C: 2.28694 -0.28684 -0.54785
H: 2.76612 -0.67342 -1.44973
H: 1.63702 0.53640 -0.84572
H: 4.10414 -0.56635 0.59591
H: 3.86238 1.09531 0.02298
H: 2.79367 -1.26161 2.59483
H: 1.67908 -0.04789 3.27738
H: 0.19381 -0.20768 1.41378
H: 0.48124 -1.86398 1.97439
H: 1.96442 -2.32457 0.10525
H: 0.03755 -3.42587 -0.04418
H: -1.37840 -5.13501 -0.24317
H: -2.82062 -6.99255 -0.50904
H: -4.01528 -6.93555 -1.81231
H: -4.47026 -6.45406 -0.18248

Mulliken atomic charges, in units of e: number 1, C, carries -1.466; number 2, C, carries 0.643; number 3, C, carries -0.467; number 4, C, carries 0.431; number 5, C, carries -0.601; number 6, C, carries -0.766; number 7, C, carries -0.541; number 8, H, carries 0.409; number 9, H, carries 0.387; number 10, H, carries 0.597; number 11, N, carries 0.001; number 12, C, carries 0.018; number 13, O, carries -0.635; number 14, C, carries 0.302; number 15, C, carries -0.054; number 16, C, carries -1.463; number 17, N, carries 0.180; number 18, S, carries 1.542; number 19, O, carries -0.713; number 20, O, carries -0.769; number 21, C, carries -0.432; number 22, C, carries -0.248; number 23, C, carries -0.906; number 24, C, carries -0.720; number 25, C, carries 1.119; number 26, C, carries -0.714; number 27, C, carries -0.697; number 28, C, carries -0.332; number 29, N, carries -0.613; number 30, C, carries 0.633; number 31, H, carries 0.460; number 32, H, carries 0.443; number 33, H, carries 0.415; number 34, H, carries 0.400; number 35, H, carries 0.422; number 36, H, carries 0.580; number 37, C, carries -1.337; number 38, C, carries -0.353; number 39, H, carries 0.589; number 40, H, carries -0.209; number 41, H, carries 0.435; number 42, H, carries 0.494; number 43, H, carries 0.421; number 44, H, carries 0.547; number 45, H, carries -0.081; number 46, H, carries 0.520; number 47, H, carries 0.604; number 48, H, carries 0.217; number 49, H, carries 0.292; number 50, H, carries 0.348; number 51, H, carries 0.361; number 52, H, carries 0.308